No. 1
Computed, not measured: a 2-piece molecular cluster, CH7N overall, with ωB97M-V with the def2-TZVPD basis set.

Strongest force on any atom in eV/Å: 0.23
Energy above the lowest of the compared OMol25 structures with the same formula, charge and spin in eV: 0.001
E_HOMO in eV: -10.180
Molar mass in g/mol: 33.07
SMILES: C.N

```
! RIJCOSX wB97M-V def2-TZVPD def2/J DEFGRID3
* xyz 0 1
H 2.075 1.111 -1.027
N 1.702 1.604 -0.225
H 1.192 2.413 -0.565
H -0.745 -1.306 -0.667
H -1.331 -2.224 0.744
C -1.193 -1.228 0.323
H -2.155 -0.727 0.258
H 1.000 0.998 0.187
H -0.545 -0.641 0.971
*
```

---

No. 2
Computed, not measured: a 2-piece molecular cluster, CH7N2O overall, with ωB97M-V with the def2-TZVPD basis set.

Strongest force on any atom in eV/Å: 5.16
Energy above the lowest of the compared OMol25 structures with the same formula, charge and spin in eV: 2.575
E_HOMO in eV: -15.063
Molar mass in g/mol: 63.08

```
! RIJCOSX wB97M-V def2-TZVPD def2/J DEFGRID3
* xyz 1 1
C -1.142 -0.572 0.425
H 1.525 1.133 -0.626
H -1.039 1.291 0.267
H -1.678 -1.424 0.016
H 1.597 -0.484 -1.358
H 2.361 -0.048 0.048
N -1.728 0.606 0.611
N 1.651 0.136 -0.649
H 1.129 -0.278 0.091
H -2.545 0.535 0.147
O -0.132 -0.895 1.028
*
```

---

No. 3
Computed, not measured: CH7N2O2P in the gas phase, with ωB97M-V with the def2-TZVPD basis set.

Strongest force on any atom in eV/Å: 4.82
Energy above the lowest of the compared OMol25 structures with the same formula, charge and spin in eV: 0.547
E_HOMO in eV: -8.842
Molar mass in g/mol: 110.05
SMILES: CN=P(N)(O)O

```
! RIJCOSX wB97M-V def2-TZVPD def2/J DEFGRID3
* xyz 0 1
O 1.574 -1.242 0.146
H -0.963 -0.280 -2.125
N 0.924 0.316 2.027
C -1.072 0.595 -1.567
H 1.100 1.306 1.825
H 0.265 0.389 2.784
H -0.725 1.380 -2.156
H -2.162 0.707 -1.400
H 2.121 -0.822 -0.417
O -0.463 -1.739 1.146
N -0.349 0.718 -0.328
H 0.157 -2.338 1.621
P 0.250 -0.387 0.645
*
```